--- P ---
C24H64O8 | wB97M-V/def2-TZVPD

As for the frontier orbital gap: 0.3741 Eh. The calculation puts the HOMO energy at -9.78 eV. The SMILES is CC(C)O.CC(C)O.CC(C)O.CC(C)O.CC(C)O.CC(C)O.CC(C)O.CC(C)O.

Geometry as ORCA input:
```
! RIJCOSX wB97M-V def2-TZVPD def2/J DEFGRID3
* xyz 0 1
C -0.41214 -4.97427 0.90700
H 2.31777 1.35113 -4.45313
H -4.01793 1.59466 -0.75589
C 3.16451 -1.18782 -5.00951
O -0.19578 3.02220 7.88996
H 4.25827 -1.16920 -4.87897
C -0.76669 1.54983 -6.59042
H 0.28805 -0.87815 1.81854
H -0.39879 5.76959 0.41488
C 2.94602 -5.12677 4.58596
C -2.20809 0.98937 -6.47652
H 4.01625 -5.33941 4.30954
H 0.85464 -3.65035 5.47377
H 1.24066 -2.42369 -1.47988
H 3.27581 -1.05972 -2.97591
C -2.99418 1.36744 -0.94924
H 3.05780 -3.02017 4.42920
H -4.18343 3.31749 -2.80418
H 0.74532 -0.16011 -4.17747
H -2.83993 3.16857 -3.95426
H 2.52503 -3.01281 2.15494
H -1.50493 3.21566 -7.66235
C 2.67135 -0.51338 -3.75146
H 1.61641 2.64755 1.30913
H 0.30464 3.19206 -7.38226
H -2.32441 -0.09259 -6.27961
H 1.41423 2.95508 5.76350
H -0.24379 1.11421 -7.42306
C 2.97864 0.99247 -3.70414
C -1.42173 -5.79296 1.63239
H -1.05460 4.91993 1.80096
C -2.80149 1.60792 -2.41998
H 0.42659 -0.34175 -2.11885
H -2.47323 3.73832 -2.34007
H 2.77623 1.40436 -2.69302
C -3.09679 3.00657 -2.91001
C 1.13628 3.62963 1.35273
H 0.55457 2.36954 -0.93175
H -1.52350 4.63300 6.61647
H -2.58847 -4.05394 2.37037
H 2.77444 -0.63018 -5.85979
H -0.54748 1.43894 -4.60328
H 0.76189 0.73358 1.05367
H 2.85724 -2.23475 -5.10652
C -0.63372 2.63655 6.59421
C 1.00615 -3.62781 4.38568
H -2.75486 1.25604 -7.34658
H 0.94339 3.88069 2.36478
H 2.78367 -5.25654 5.66883
O -0.82283 -7.01927 2.11360
H -0.85239 0.24557 1.19715
H -2.99595 -5.64574 3.09414
H -2.36622 2.10919 -0.44918
H 0.63337 -2.75669 3.84299
O 0.11342 0.12603 -1.30056
H 1.04993 1.24562 6.26220
C -2.17257 -5.03301 2.74899
H -2.12821 -6.04610 0.83676
H -0.71412 2.77980 0.98321
H 1.23288 -2.66503 0.25795
H 4.07491 1.20627 -3.87977
H -3.45029 0.99130 -3.03243
O 2.56834 -3.88981 2.58950
C -1.31244 3.81064 5.90290
H -1.85852 4.81924 0.24718
C -0.90205 4.85621 0.69528
H 0.33871 3.78884 7.70397
H 2.33800 -5.87207 4.14714
H 0.38955 1.78042 4.85234
H -1.48350 -4.79277 3.60365
H -2.82941 0.33754 -0.63342
O 1.26754 -0.73242 -3.53285
C 0.15108 -0.14777 1.00206
H 0.42260 -4.49243 4.01285
H -2.75048 1.50212 -5.63393
C 2.48500 -3.82037 4.00331
H 0.03664 -7.02392 1.79812
H -0.62945 4.17866 5.16321
C 0.60924 2.17933 5.83070
H 0.32592 -4.57894 1.59759
O 0.15062 3.24636 -0.84933
H 0.09513 -5.63745 0.23575
H 2.23012 -1.36400 -0.48329
H -1.29818 1.85328 6.74247
O -0.00086 1.20840 -5.44230
C 0.11973 -0.91977 -0.30433
H -0.87319 -4.07185 0.45912
C -0.11976 3.58025 0.49223
C -0.71053 3.07759 -6.94433
C 1.26195 -1.89747 -0.54391
H -2.17985 3.61401 5.30646
O -1.46412 1.40482 -2.91828
H -0.71552 3.80136 -6.07499
H 1.86881 4.31051 0.90013
H -1.05187 0.90319 -2.19772
H -0.79103 -1.50567 -0.26070
*
```

=====

--- Q ---
C24H64O8 | wB97M-V/def2-TZVPD

As for the frontier orbital gap: 0.3675 Eh. The calculation puts the HOMO energy at -9.51 eV. The SMILES is CC(C)O.CC(C)O.CC(C)O.CC(C)O.CC(C)O.CC(C)O.CC(C)O.CC(C)O.

Geometry as ORCA input:
```
! RIJCOSX wB97M-V def2-TZVPD def2/J DEFGRID3
* xyz 0 1
H -20.18919 1.74353 4.06122
C -21.92150 2.57681 5.22698
H -27.40612 -1.03701 1.53196
H -18.41733 6.93564 -3.50027
C -17.85893 -4.37496 -2.19873
C -21.43688 6.77602 -3.94100
H -20.89334 8.66516 -1.40518
H -20.09568 4.14840 -0.90526
H -22.69902 2.07667 4.64827
C -26.31991 -0.95711 1.50850
H -22.73503 9.43889 -2.15806
H -17.46623 -1.61668 -2.08843
H -20.41432 6.40491 -4.05333
O -20.75761 7.94988 -2.02274
H -21.74770 1.97345 6.11465
C -21.32428 8.15748 -3.31741
H -22.09917 -2.41286 -0.46367
H -25.64716 -2.54036 -0.62617
C -24.39482 0.80680 1.58953
H -18.24295 6.25569 -1.53230
H -24.77574 -1.42407 -1.71559
H -16.91292 -4.21513 -2.71130
H -16.51591 8.14944 -2.65946
C -22.94351 -3.07461 -0.24346
H -22.20966 -3.38833 -2.64123
H -20.09855 -3.61350 -0.98404
C -25.88019 0.50035 1.69898
H -17.30386 5.88257 -5.34080
H -25.86039 -1.66742 2.19932
H -15.44988 6.90476 -2.67496
C -18.38089 -1.95725 -1.60078
C -19.72396 3.76404 4.65734
C -17.51283 6.35413 -3.30618
H -24.21275 -4.34760 -1.41445
H -23.50890 -2.63074 0.57483
H -21.94657 6.02132 -3.34354
H -21.43212 0.08667 -0.49396
H -26.51462 2.42927 -2.84182
H -22.20944 1.01674 -1.83091
H -20.20757 4.70716 4.91049
C -25.00241 1.73940 -1.31626
H -22.94351 9.49779 -3.89975
O -26.42924 1.02170 2.91500
H -22.47758 -4.00035 0.10082
H -26.57433 1.95216 2.70878
H -21.72710 2.68560 1.20747
H -19.84739 2.92870 -2.17445
C -26.45878 2.03447 -0.96431
H -25.00036 0.93422 -2.05903
H -27.06879 0.10582 -1.72547
H -19.07557 3.93581 3.79839
H -19.10766 3.38600 5.47640
O -20.13841 -3.55507 -1.94597
O -23.16341 -3.28633 -2.72885
C -22.69175 8.83914 -3.06306
H -18.29463 -2.16681 -0.53322
H -26.04139 -1.31547 0.51241
H -23.96837 0.71219 2.59041
H -20.69066 8.76083 -3.97929
H -23.42249 8.03094 -3.02002
C -23.80425 -3.32360 -1.46575
C -20.87624 2.13025 -0.42810
C -20.72560 2.66892 4.25658
H -21.65765 3.95876 3.16008
H -27.09716 0.21628 0.07092
H -19.12871 -1.17188 -1.70699
H -26.46990 2.57886 -0.01839
C -25.06237 -2.46919 -1.54459
H -18.22890 4.60618 -4.42830
H -24.23254 1.81000 1.19805
H -16.52457 4.69002 -4.34351
C -17.41159 5.32887 -4.40554
H -20.50761 0.66901 -1.92990
H -24.50770 2.60860 -1.75853
O -27.02499 2.74545 -2.08834
H -21.45952 3.56074 -1.85345
O -22.05572 2.52119 0.30814
C -16.29212 7.26511 -3.27244
H -25.72215 -2.68034 -2.38612
H -22.18749 3.60810 5.45176
H -20.11484 1.86468 0.30938
H -17.67258 -4.53700 -1.13409
C -18.81531 -3.21694 -2.37544
H -23.80590 0.16945 0.92678
H -18.85833 -2.89759 -3.41773
C -27.29036 0.74469 -0.87171
H -15.87916 7.62641 -4.21580
H -24.32174 1.45898 -0.50869
H -18.37609 -5.25549 -2.58386
H -21.85166 6.84019 -4.94724
C -20.51955 3.26548 -1.38279
H -28.36061 0.94158 -0.82131
H -26.37459 0.95129 0.82753
O -21.26058 3.09912 2.97087
O -17.58217 5.73967 -2.00930
C -21.31590 0.88706 -1.22395
*
```

=====

P is the most stable structure; the next one sits 26.0 kcal/mol above it.

=====

--- P ---
C7H7F | wB97M-V/def2-TZVPD

As for the frontier orbital gap: 0.3232 Eh. The calculation puts the HOMO energy at -8.30 eV. The SMILES is C=C(F)/C=C\C#CC.

Geometry as ORCA input:
```
! RIJCOSX wB97M-V def2-TZVPD def2/J DEFGRID3
* xyz 0 1
H 0.06841 2.39306 -0.10904
H 3.51523 -1.80293 0.01134
H 3.84408 -0.28038 1.13190
H -3.95046 0.17277 0.35267
C -0.20495 1.29458 -0.11827
C 2.03865 -0.05064 -0.05353
C -3.23118 -0.68714 0.10065
F -0.97085 -1.31719 -0.17734
C -1.52055 0.98560 0.01707
H 4.01132 -0.24637 -0.85957
C -1.95372 -0.44387 0.04321
H -3.65621 -1.60869 -0.31200
H -2.31422 1.75473 0.01260
C 3.39106 -0.66130 0.09796
C 0.93339 0.49777 -0.13767
*
```

=====

--- Q ---
C7H7F | wB97M-V/def2-TZVPD

As for the frontier orbital gap: 0.3768 Eh. The calculation puts the HOMO energy at -9.56 eV.

Geometry as ORCA input:
```
! RIJCOSX wB97M-V def2-TZVPD def2/J DEFGRID3
* xyz 0 1
C 2.25277 -0.48452 -0.65261
H 2.37525 0.18359 -1.62107
C -0.12465 -0.17232 -0.10219
H 2.30153 0.13364 2.09922
H 1.84058 -1.72258 -1.08327
C -1.22023 -0.55789 -0.21067
C 1.18707 0.19855 0.28430
C -2.60416 -0.54740 -0.35811
C 1.33035 0.04248 1.70587
H 0.65905 0.55886 2.26413
F 1.24911 1.60896 -0.20861
H 3.16990 -0.29772 -0.02819
C -3.76776 -0.52122 -0.77909
H -4.84705 -0.16691 -1.14203
H 0.93836 -0.91569 2.06374
*
```

=====

P is the most stable structure; the next one sits 51.0 kcal/mol above it.